# C2HBr3Cl2

A molecular structure, C2HBr3Cl2 at a distorted geometry (ωB97M-V/def2-TZVPD, the OMol25 dataset).

Computed properties:
Strongest force on any atom   0.07296 Eh/bohr
Total energy   -237261.0674 eV
Orbital gap   0.366 hartree
Relative energy (zero: lowest compared OMol25 entry of this formula, charge and spin)   0.0 kJ/mol
HOMO   -10.01 eV

Geometry as ORCA input:
```
! wB97M-V def2-TZVPD RIJCOSX def2/J DEFGRID3
* xyz 0 1
C -0.473 0.143 0.907
C 0.480 -0.222 -0.774
Cl -2.159 0.181 0.609
Cl 0.209 1.668 1.412
Br -0.482 -1.742 -1.480
Br 0.301 1.302 -1.880
Br 2.272 -0.668 -0.350
H -0.149 -0.663 1.557
*
```

---

# C9H12NReS4SbSe4Si

A molecular structure, C9H12NReS4SbSe4Si (ωB97M-V/def2-TZVPD, the OMol25 dataset).

Computed properties:
Strongest force on any atom   0.01908 Eh/bohr
Total energy   -332284.8992 eV
Orbital gap   0.215 hartree
Relative energy (zero: lowest compared OMol25 entry of this formula, charge and spin)   62.1 kJ/mol
HOMO   -11.57 eV

Geometry as ORCA input:
```
! wB97M-V def2-TZVPD RIJCOSX def2/J DEFGRID3
* xyz 1 1
Re -0.094 -0.049 0.320
S -1.759 -2.345 3.779
C -1.326 -1.253 2.713
S 0.052 -0.154 2.631
S -2.091 -1.241 1.031
C 5.405 -4.017 1.159
Si 4.221 -3.542 -0.197
C 2.772 -4.712 -0.237
C 5.072 -3.435 -1.848
C 3.627 -1.769 0.214
C 4.569 -0.817 0.644
C 4.227 0.493 0.945
C 2.907 0.882 0.830
N 2.004 0.000 0.408
C 2.349 -1.261 0.102
S 0.802 -2.026 -0.381
H 5.765 -5.034 0.988
H 4.917 -3.998 2.136
H 6.285 -3.373 1.206
H 3.171 -5.728 -0.300
H 2.122 -4.567 -1.101
H 2.164 -4.657 0.668
H 5.500 -4.403 -2.117
H 5.886 -2.707 -1.838
H 4.375 -3.150 -2.639
H 5.609 -1.108 0.740
H 4.973 1.207 1.265
H 2.554 1.880 1.052
Se -0.605 4.831 0.354
Sb -1.301 3.526 -1.405
Se 0.262 1.491 -1.513
Se -2.407 0.843 0.516
Se -3.038 3.453 -2.899
*
```

---

Question: Which of these has the lowest total energy?
Answer: C9H12NReS4SbSe4Si

---

Question: What is the formula in the first record?
Answer: C2HBr3Cl2

---

Question: Among the records above, which one has the highest strongest force on any atom?
Answer: C2HBr3Cl2